Entry 1:
C22H22N4O3 | the ωB97M-V functional and the def2-TZVPD basis

Output
HOMO-LUMO gap: 8.732 eV
SMILES: Cc1ccc(OCc2cc(C(=O)N(C)Cc3cnc4ccccn34)no2)cc1C
HOMO level: -8.01 eV
E_LUMO: 0.718 eV

Each line ends with the Löwdin charge.
Geometry (Å):
1 C -2.7684 3.7284 3.8041  -0.0501
2 C -1.9363 4.0223 2.5931  -0.2460
3 C -2.0808 3.2688 1.4409  -0.0339
4 C -1.3272 3.5138 0.3038  -0.0129
5 C -0.3976 4.5416 0.3168  -0.2523
6 C -0.2445 5.3060 1.4705  0.0379
7 C -0.9985 5.0618 2.6034  -0.2309
8 C -0.8080 5.9043 3.8270  -0.0432
9 H -0.0459 6.6603 3.6590  0.0761
10 H -0.5057 5.2875 4.6726  0.0840
11 H -1.7386 6.4021 4.0974  0.0837
12 H 0.4856 6.1004 1.4559  0.1237
13 O 0.4095 4.8980 -0.7353  -0.0292
14 C 0.3412 4.1524 -1.9209  -0.1160
15 C 0.7903 2.7317 -1.7663  -0.2403
16 C 0.3810 1.5746 -2.3651  0.0644
17 C 1.2195 0.5806 -1.7950  -0.1640
18 N 2.0461 1.1330 -0.9378  0.1077
19 O 1.7904 2.4552 -0.9180  0.0532
20 C 1.1398 -0.8463 -2.2034  -0.3940
21 O 0.5311 -1.1224 -3.2266  0.0674
22 N 1.7319 -1.7956 -1.4484  -0.0881
23 C 2.4842 -1.6036 -0.2342  -0.0335
24 H 3.5322 -1.8664 -0.4038  0.0987
25 H 2.4343 -0.5659 0.0801  0.0640
26 H 2.0831 -2.2508 0.5484  0.0911
27 C 1.5949 -3.1725 -1.8766  -0.0959
28 C 0.5820 -3.9063 -1.0581  -0.1830
29 C -0.3445 -3.4644 -0.1379  -0.0870
30 N -1.0638 -4.4827 0.3681  0.1056
31 C -0.6140 -5.5726 -0.2233  -0.2902
32 C -1.0015 -6.9121 -0.0808  0.0017
33 C -0.3719 -7.8696 -0.8239  -0.0824
34 C 0.6541 -7.5117 -1.7254  -0.0731
35 C 1.0295 -6.2118 -1.8628  -0.0389
36 N 0.4134 -5.2584 -1.1223  0.0411
37 H 1.8015 -5.8890 -2.5444  0.1237
38 H 1.1427 -8.2716 -2.3132  0.1017
39 H -0.6538 -8.9067 -0.7331  0.1011
40 H -1.7916 -7.1426 0.6139  0.1145
41 H -0.5273 -2.4563 0.1792  0.1127
42 H 1.2870 -3.1580 -2.9295  0.1309
43 H 2.5734 -3.6646 -1.7979  0.1322
44 H -0.3861 1.4195 -3.0926  0.1252
45 H 1.0167 4.6704 -2.6120  0.1455
46 H -0.6708 4.1598 -2.3498  0.1432
47 H -1.4788 2.8966 -0.5680  0.1042
48 H -2.8008 2.4631 1.4209  0.1118
49 H -3.4377 2.8928 3.6166  0.0750
50 H -3.3667 4.5965 4.0794  0.0813
51 H -2.1348 3.4801 4.6551  0.0816

Cartesian forces, eV/Å:
0.06 0.04 -0.03
-0.07 -0.13 -0.10
0.02 0.12 0.17
0.16 0.06 -0.36
-0.12 0.01 0.20
0.03 -0.08 -0.18
0.06 -0.04 -0.19
-0.01 -0.03 -0.05
0.04 0.06 0.04
0.02 0.02 0.11
-0.04 0.06 0.09
0.10 0.12 0.02
0.00 0.05 0.22
0.15 0.02 -0.15
-0.49 -0.77 -0.51
0.31 0.57 0.36
-0.08 1.11 0.04
0.31 -0.92 0.03
-0.19 0.68 -0.11
0.15 -0.46 -0.10
-0.15 0.30 0.00
-0.07 -0.34 -0.01
0.20 0.15 0.36
0.00 0.02 0.04
0.07 -0.26 0.11
0.03 0.02 0.00
-0.14 -0.19 -0.39
0.03 0.74 0.12
0.41 -0.14 -0.40
-0.44 -0.40 0.31
0.08 0.40 -0.01
0.12 -0.49 -0.20
-0.29 0.16 0.30
0.23 0.28 -0.16
0.29 -0.66 -0.37
-0.50 0.00 0.49
0.02 0.04 -0.02
0.09 0.01 -0.08
-0.05 -0.09 0.04
-0.08 -0.02 0.08
0.07 0.26 0.00
0.18 -0.06 0.17
-0.04 0.07 -0.03
-0.19 0.00 -0.16
-0.18 -0.10 0.07
0.16 -0.05 0.04
0.00 -0.03 -0.06
-0.08 -0.07 0.01
-0.05 -0.04 0.04
-0.08 0.02 0.10
-0.03 -0.03 0.13


Entry 2:
C22H22O5 | the ωB97M-V functional and the def2-TZVPD basis

Output
HOMO-LUMO gap: 7.584 eV
SMILES: C[C@@]12CC[C@@H](O)[C@@H]3COC(=C31)C(=O)c1cc3c(OCCO)cccc3cc12
HOMO level: -7.83 eV
E_LUMO: -0.249 eV

Each line ends with the Löwdin charge.
Geometry (Å):
1 O 1.9406 -0.7618 -2.0798  0.0783
2 O -4.2757 -5.8384 0.4311  -0.0832
3 O -1.5786 -3.2999 0.3725  -0.0371
4 O 3.4576 1.7198 -2.5536  -0.0134
5 O 3.2209 5.9275 -1.1895  -0.0212
6 C 1.8118 0.1936 -1.2936  -0.2560
7 C 2.6762 1.3658 -1.4899  -0.1104
8 C 2.6876 2.3514 -0.5206  -0.0760
9 C -2.2556 -1.3898 3.5415  -0.0663
10 C -2.2382 -2.4303 2.6029  -0.0172
11 C 0.9423 0.0992 -0.1165  -0.0668
12 C 0.9705 1.0920 0.8922  -0.0764
13 C -1.4705 -0.2555 3.3379  -0.0374
14 C 0.1602 0.9429 2.0280  0.0309
15 C 0.0823 -1.0107 0.0459  0.0979
16 C -1.5116 -2.3727 1.3794  -0.1680
17 C -0.6516 -0.1910 2.1941  -0.1761
18 C -0.6805 -1.2064 1.2248  -0.0802
19 C -3.7417 -4.5035 0.3133  -0.2208
20 C -2.2308 -4.5731 0.5419  -0.1539
21 C 3.0589 2.0352 1.8820  0.0059
22 C 1.1872 3.5988 1.0054  -0.1056
23 C 3.9372 3.0956 -2.4037  -0.0505
24 C 2.0431 4.8275 0.6283  -0.1124
25 C 1.9756 2.2737 0.7753  -0.3593
26 C 3.4878 3.5312 -0.9650  -0.1533
27 C 2.5205 4.7499 -0.8261  -0.3326
28 H -4.0220 -6.3769 -0.3625  0.1089
29 H 3.4595 5.9036 -2.1143  0.0812
30 H -2.9172 -1.5309 4.3807  0.1023
31 H -2.8859 -3.2479 2.7934  0.0872
32 H -1.4655 0.5352 4.0906  0.1117
33 H 0.1855 1.6525 2.8540  0.1191
34 H 0.1131 -1.7921 -0.7353  0.1366
35 H -3.9163 -4.1146 -0.6998  0.1260
36 H -4.2551 -3.8547 1.0061  0.1109
37 H -1.7964 -5.2925 -0.1675  0.1342
38 H -2.0322 -4.9650 1.5331  0.1233
39 H 3.5966 1.0974 1.6975  0.1002
40 H 2.5795 1.9487 2.8597  0.0814
41 H 3.7949 2.8689 1.8869  0.0882
42 H 0.8715 3.6592 2.0224  0.1014
43 H 0.2696 3.6150 0.4442  0.1231
44 H 5.0409 3.0606 -2.4740  0.1340
45 H 3.4747 3.7605 -3.1675  0.1322
46 H 1.4487 5.7419 0.8213  0.1302
47 H 2.8857 4.8937 1.3022  0.1115
48 H 4.3263 3.7069 -0.2956  0.1518
49 H 1.6479 4.6890 -1.5042  0.1654

Cartesian forces, eV/Å:
-0.65 1.14 0.92
0.33 -0.08 -0.77
0.35 0.35 0.11
-0.15 -0.47 -0.91
0.04 0.66 0.84
1.70 -2.35 -2.63
-0.29 3.70 2.81
-0.34 -2.50 -1.72
1.11 1.01 -0.71
0.81 -0.16 -2.23
-1.50 -0.56 1.06
0.19 0.47 0.68
-1.07 -1.38 1.07
1.31 0.20 -1.34
1.31 0.14 -0.57
-1.15 0.15 2.26
-0.42 0.57 0.69
0.14 -0.61 -1.90
0.41 -0.89 -1.13
-0.19 0.49 0.52
0.03 0.57 -0.19
1.30 0.19 -0.57
-0.40 -0.25 1.24
-0.81 0.26 -0.02
-0.86 -0.44 1.08
-1.14 -0.07 -0.15
0.68 -0.03 -0.45
-0.29 0.94 1.07
-0.01 -0.13 -0.31
0.08 0.29 0.27
-0.42 -0.77 0.04
0.06 -0.12 -0.37
0.01 0.00 -0.32
-0.15 0.59 0.53
-0.05 0.05 0.20
-0.12 -0.04 0.35
0.06 0.56 0.01
0.07 -0.04 0.32
-0.13 0.21 -0.09
0.11 0.17 -0.03
-0.42 -0.53 0.13
-0.03 0.11 0.92
-0.35 -0.23 -0.59
-0.69 0.12 -0.26
0.37 -0.67 0.20
0.29 -0.34 -0.39
0.48 0.03 0.07
0.22 0.22 0.00
0.19 -0.55 0.27


Entry 3:
C22H23Br2N2OPtSe4 | the ωB97M-V functional and the def2-TZVPD basis

Output
HOMO-LUMO gap (spin up / spin down): 4.279 / 3.853 eV
HOMO level (spin up / spin down): -2.95 / -3.43 eV
charge: -1
E_LUMO (spin up / spin down): 1.325 / 0.423 eV
spin multiplicity: 3

Each line ends with the Mulliken spin population.
Geometry (Å):
1 Pt 10.6572 8.9602 10.9943  0.4650
2 Se 10.5078 8.5246 13.5026  0.0727
3 Se 12.6353 9.1469 14.5252  0.2260
4 Se 13.6435 10.3629 12.8905  0.3441
5 Se 12.4702 10.4532 10.7577  0.3414
6 Br 5.5812 4.8390 10.9698  0.0058
7 C 7.0077 5.9698 10.8230  0.0576
8 C 8.3497 5.5037 10.9851  0.0482
9 C 9.3687 6.4078 10.9044  0.0143
10 N 9.1789 7.7094 10.7718  0.1080
11 C 7.8775 8.1974 10.5390  0.0061
12 C 6.8295 7.3515 10.6184  -0.0172
13 C 7.8439 9.6153 10.4117  0.1091
14 C 6.6797 10.3206 10.0178  0.0268
15 C 6.7066 11.7199 10.1755  0.0049
16 Br 5.1177 12.6752 10.2661  0.0011
17 C 7.8882 12.3465 10.5625  0.0474
18 C 8.9902 11.5648 10.8455  0.0010
19 N 8.9923 10.2611 10.6819  0.0757
20 H 8.5340 4.4753 11.3577  0.0049
21 H 10.4524 6.2572 11.1723  -0.0073
22 H 5.7655 7.6164 10.6001  0.0031
23 H 5.7451 9.7525 9.7686  0.0019
24 H 7.8113 13.4203 10.6650  0.0062
25 H 9.9691 12.0206 11.0345  0.0093
26 C 9.5593 10.4448 5.4245  0.0007
27 C 8.6231 9.3622 5.8756  -0.0044
28 C 7.5469 10.0853 6.6686  0.0035
29 C 9.1682 8.1888 6.6437  0.0013
30 C 8.6544 6.9402 6.3747  -0.0005
31 C 9.2381 5.7877 6.9061  -0.0022
32 C 10.3478 5.9111 7.7190  0.0092
33 C 10.9179 7.1309 8.0042  -0.0312
34 C 12.2324 7.2749 8.7297  0.0249
35 C 13.2141 8.0073 7.8173  0.0104
36 C 12.8482 5.9302 9.1566  -0.0012
37 C 10.2307 8.3278 7.6069  -0.0162
38 O 10.5428 9.4713 8.1123  0.0179
39 H 9.1021 11.2353 4.7913  0.0001
40 H 10.2659 9.9124 4.7479  0.0000
41 H 10.0276 10.9690 6.2634  -0.0006
42 H 8.1173 8.8803 5.0406  0.0000
43 H 8.0388 10.8232 7.3286  0.0010
44 H 6.9745 9.3800 7.2904  -0.0011
45 H 6.8961 10.6235 5.9481  -0.0013
46 H 7.7766 6.8903 5.7271  0.0002
47 H 8.6935 4.8443 6.7018  -0.0002
48 H 10.8167 4.9486 8.0068  0.0028
49 H 11.8874 7.8772 9.5991  0.0327
50 H 13.4536 7.4955 6.8787  0.0005
51 H 14.1345 8.2199 8.3852  -0.0027
52 H 12.7534 8.9959 7.5293  0.0001
53 H 13.2673 5.4218 8.2691  0.0014
54 H 12.1130 5.2541 9.6625  0.0003
55 H 13.7656 6.0667 9.7894  -0.0013

Cartesian forces, eV/Å:
1.50 1.18 1.61
1.37 0.26 0.30
-1.36 -0.54 -0.59
-0.13 0.49 -1.12
0.74 -0.21 1.09
-0.90 -0.72 0.11
3.02 1.58 -0.06
-1.59 -1.15 0.53
1.74 0.09 1.40
-2.74 -0.08 -1.88
3.00 -0.33 0.69
-2.46 -2.57 0.14
-1.11 1.41 -1.16
-0.39 0.25 0.76
0.57 -2.18 0.34
-0.67 0.42 -0.45
-0.86 0.18 0.09
0.74 1.25 -1.28
-1.05 -0.16 0.49
-0.05 0.74 -0.76
-1.36 -0.77 -0.50
0.61 0.60 -0.22
1.06 0.82 0.21
0.61 0.00 0.25
-0.42 -0.17 0.23
1.17 -0.26 -1.61
-1.37 0.26 1.00
-0.56 0.36 0.32
1.11 0.20 0.22
0.25 -0.16 0.01
-1.93 -0.30 -0.38
0.53 -1.44 -0.48
-0.11 -0.30 -0.32
-0.61 -0.91 -0.56
-0.22 1.89 0.47
0.48 -0.09 0.40
-0.21 0.50 0.18
0.04 -0.18 -0.29
-0.28 -0.58 0.32
0.33 0.80 0.57
0.25 -0.53 -0.17
0.06 0.25 -0.49
-0.35 -0.30 -0.10
-0.11 0.33 -0.25
0.06 -0.15 0.59
0.20 -0.22 -0.03
0.81 0.37 0.29
-0.13 0.80 0.08
1.15 -0.06 -0.06
-0.13 -0.34 0.34
-0.05 -0.04 -0.34
0.53 -0.90 0.33
-0.53 -0.02 0.16
0.76 0.52 -0.29
-0.98 0.09 -0.14


The electronic energy results, record by record, are as follows: -35272.688, -33407.274, -432932.178 eV.
The relative energy (zero: lowest compared OMol25 entry of this formula, charge and spin) results, record by record, are as follows: 342.59, 115.70, 303.97 kJ/mol.